DFT (ωB97M-V/def2-TZVPD) results for a structure of composition C14H29N2O7PS2Sn.

Output
Multiplicity ... 2
Energy relative to the best compared isomer or geometry (same formula, charge and spin) ... 0.9861 eV
HOMO energy (spin up / spin down) ... -3.0546 / -3.7398 eV
Orbital gap (spin up / spin down) ... 5.53 / 6.21 eV
Lowest unoccupied orbital energy (spin up / spin down) ... 2.47 / 2.47 eV
Charge ... -1

Last column: natural (NBO) charge in e.
Geometry (Å):
Sn  0.89  0.79  -0.11  0.8989
C  -4.74  -0.41  -0.08  -0.4031
N  -3.93  0.61  0.56  -0.4460
C  -4.45  1.96  0.47  -0.4148
C  -2.64  0.43  0.98  0.6633
O  -1.93  1.35  1.34  -0.5938
C  -2.12  -1.02  0.96  -0.1747
O  -0.85  -1.19  1.51  -0.5038
C  -0.69  -1.37  2.89  -0.1475
C  0.34  -0.38  3.43  0.6606
O  0.52  0.70  2.91  -0.5678
N  1.10  -0.81  4.49  -0.4461
C  0.86  -2.05  5.21  -0.4067
C  2.27  -0.04  4.88  -0.4160
H  -5.75  -0.42  0.34  0.1848
H  -4.32  -1.40  0.04  0.2148
H  -4.83  -0.21  -1.16  0.1960
H  -5.41  2.03  0.99  0.1803
H  -4.60  2.24  -0.58  0.1863
H  -3.73  2.64  0.92  0.2508
H  -2.02  -1.32  -0.09  0.2585
H  -2.85  -1.68  1.44  0.1698
H  -0.31  -2.38  3.03  0.1827
H  -1.64  -1.28  3.44  0.1848
H  -0.19  -2.32  5.22  0.2015
H  1.17  -1.91  6.24  0.1995
H  1.43  -2.89  4.79  0.1894
H  2.39  0.79  4.19  0.2681
H  3.16  -0.67  4.83  0.1886
H  2.16  0.34  5.90  0.1768
C  4.38  -1.98  -2.10  -0.6307
C  3.28  -2.07  -1.06  -0.0849
O  1.98  -2.25  -1.66  -0.8418
P  1.06  -0.99  -2.08  1.3530
S  -0.68  -1.66  -2.71  -0.7432
S  3.10  1.32  0.34  -0.9921
O  1.97  -0.41  -3.31  -0.8529
C  1.65  0.89  -3.84  -0.0760
C  2.37  1.03  -5.16  -0.6159
H  5.35  -2.08  -1.61  0.1981
H  4.34  -1.02  -2.61  0.2272
H  4.27  -2.77  -2.84  0.2008
H  3.28  -1.19  -0.42  0.2326
H  3.43  -2.95  -0.43  0.1645
H  1.98  1.66  -3.14  0.1981
H  0.57  0.97  -3.98  0.1847
H  3.45  0.91  -5.02  0.2072
H  2.19  2.03  -5.58  0.2017
H  2.02  0.28  -5.87  0.2054
C  -1.95  2.90  -2.63  -0.2686
O  -1.22  1.95  -1.85  -0.5611
C  -0.01  2.40  -1.36  0.4531
O  0.37  3.52  -1.58  -0.6369
H  -2.92  2.45  -2.82  0.1772
H  -1.44  3.09  -3.58  0.1795
H  -2.06  3.85  -2.11  0.1857